No. 1
This record from the OMol25 dataset describes 2 unconnected molecules or ions with the total composition C4H12 at a distorted geometry. The level of theory is ωB97M-V with the def2-TZVPD basis set.

Computed properties:
SMILES string = CC.CC
calculated total energy = -159.55524 Ha
E_LUMO = 1.055 eV
energy above the lowest of the compared OMol25 structures with the same formula, charge and spin = 78.1 kJ/mol
max |F| = 2.3 eV Å⁻¹

Geometry as XYZ:
```
16
C4H12 (ωB97M-V with the def2-TZVPD basis set)
C -0.6045 2.5295 0.3108
C 0.7072 2.3501 -0.4445
H -1.0703 3.3013 -0.3019
H -1.1576 1.6168 0.5284
H -0.3804 2.9118 1.3172
H 0.9954 3.3480 -0.7630
H 1.5068 1.8424 0.1218
H 0.7605 1.6279 -1.2581
C -0.4235 -2.3320 0.6903
C 0.3177 -2.4970 -0.6317
H -1.0249 -3.2135 0.9104
H 0.2790 -2.3658 1.5447
H -1.0541 -1.4807 0.9517
H 1.1713 -1.8477 -0.7940
H -0.3795 -2.2143 -1.4244
H 0.3568 -3.5769 -0.7579
```



No. 2
This record from the OMol25 dataset describes 2 unconnected molecules or ions with the total composition C31H50BrClFI2NO7P at a distorted geometry. The level of theory is ωB97M-V with the def2-TZVPD basis set.

Computed properties:
charge = +1
calculated total energy = -5862.61546 Ha
E_LUMO = -3.895 eV
max |F| = 5.7 eV Å⁻¹

Geometry as XYZ:
```
95
C31H50BrClFI2NO7P (ωB97M-V with the def2-TZVPD basis set)
C -0.4151 4.4200 -4.7228
C 0.5862 3.7593 -3.9077
C 0.0949 2.7012 -2.8261
C 0.9838 1.3814 -2.6158
P 2.7399 1.5923 -3.3525
C 2.8124 1.7434 -5.2340
C 4.0479 2.5905 -5.8213
C 3.7900 2.9680 -2.6947
C 5.3458 2.4457 -2.7345
C 0.3985 0.0987 -3.4297
F 1.4310 -0.6940 -4.0858
Cl -0.4293 0.6816 -5.0234
C -0.7556 -0.7253 -2.7346
N -0.6050 -1.2368 -1.2931
C 0.3020 -2.4048 -1.5065
C 1.1318 -3.1919 -0.4507
O 1.8885 -2.9129 0.4752
Br 1.1868 -5.2077 -0.7345
C -1.9778 -1.7530 -0.9162
I -2.1489 -3.7439 0.0848
C -3.1292 -1.9437 -1.9984
C -4.5413 -2.4219 -1.3235
C -0.1260 -0.0459 -0.4962
C -1.3337 1.0635 -0.4448
C -1.9931 1.5716 0.7106
C 0.2553 -0.2833 1.0335
C -0.6197 -1.2374 1.9405
O -1.7925 -0.9954 2.3526
O -0.1284 -2.4829 2.5251
C 0.1565 -2.2862 3.9232
C 1.0455 -1.0640 4.4274
O -0.2969 -3.1011 4.7455
C 1.1082 0.8242 -1.0671
I 3.0676 -0.2717 -1.1878
C 1.5258 2.0816 -0.1362
C 2.7704 1.9193 0.8476
O 2.6006 3.0402 1.8240
C 3.9521 3.2478 2.3071
C 4.5390 2.2586 3.4168
O 4.6126 4.1942 1.8121
H -0.4639 5.5636 -4.5925
H -1.1492 3.8694 -5.3929
H 1.6568 4.1049 -4.0854
H -0.0378 3.3486 -1.8736
H -1.0158 2.4934 -3.0949
H 1.8705 2.1366 -5.7438
H 2.9561 0.6698 -5.6399
H 4.0358 2.4441 -6.9667
H 5.0035 2.0457 -5.4696
H 4.0615 3.6898 -5.5298
H 3.7292 3.8953 -3.3830
H 3.6654 3.3439 -1.6355
H 5.3698 1.2914 -2.7971
H 5.9496 2.9299 -3.5668
H 5.8679 2.7004 -1.7349
H -0.9237 -1.5972 -3.4765
H -1.6307 -0.0195 -2.8905
H -0.3148 -3.1710 -2.1239
H 1.1500 -2.2336 -2.2875
H -2.4927 -1.1872 -0.0507
H -2.8833 -2.7464 -2.7936
H -3.4588 -1.0037 -2.5726
H -4.6581 -2.0800 -0.2436
H -4.7373 -3.5427 -1.4823
H -5.4132 -1.9104 -1.8907
H -1.8332 1.4608 -1.4084
H -1.3806 2.1020 1.5124
H -3.1128 1.4274 0.9474
H 1.3551 -0.6020 1.2090
H 0.2411 0.6753 1.6876
H 1.1627 -1.1609 5.5699
H 2.0743 -1.1197 3.9356
H 0.5662 -0.0441 4.2391
H 0.6770 2.4436 0.5659
H 1.7469 3.0425 -0.7379
H 3.7952 2.1685 0.3747
H 2.7825 0.9953 1.5089
H 3.9917 2.4719 4.4068
H 5.6702 2.4241 3.5286
H 4.3872 1.1777 3.0617
C -3.0338 -2.8913 4.4965
C -4.4920 -2.7782 4.0878
O -5.2601 -3.9338 4.3904
C -5.3449 -4.2972 5.7617
C -5.9796 -3.2295 6.6355
H -2.5775 -3.7785 4.0516
H -2.4805 -2.0118 4.1739
H -2.9233 -2.9759 5.5802
H -4.5435 -2.6485 3.0025
H -4.9572 -1.8882 4.5270
H -4.3575 -4.5812 6.1397
H -5.9626 -5.1980 5.8047
H -5.3747 -2.3201 6.6653
H -6.0887 -3.5910 7.6606
H -6.9651 -2.9535 6.2516
```



No. 3
This record from the OMol25 dataset describes 7 unconnected molecules or ions with the total composition C18H50N2O7 at a distorted geometry. The level of theory is ωB97M-V with the def2-TZVPD basis set.

Computed properties:
SMILES string = CC1(C)CCCC(C)(C)N1O.COC[C@H](C)N.CO.CO.CO.CO.CO
calculated total energy = -1351.77795 Ha
E_LUMO = 0.364 eV
energy above the lowest of the compared OMol25 structures with the same formula, charge and spin = 304.8 kJ/mol
max |F| = 3.0 eV Å⁻¹

Geometry as XYZ:
```
77
C18H50N2O7 (ωB97M-V with the def2-TZVPD basis set)
C -6.2339 1.4153 0.9949
O -6.5953 2.5414 0.2812
H -5.3718 1.5517 1.6478
H -7.1250 1.0673 1.5172
H -6.0511 0.6297 0.2617
H -5.8581 2.8023 -0.2756
C -2.7889 -0.2122 -1.9246
O -1.4302 -0.7066 -2.2262
H -3.4572 -1.0531 -1.7392
H -2.7438 0.4555 -1.0642
H -3.2464 0.3479 -2.7402
H -0.9227 -0.6507 -1.4132
C -4.7275 5.7055 -2.4422
O -3.9239 4.5523 -2.0178
H -5.5365 5.7896 -1.7166
H -4.2205 6.6629 -2.5631
H -5.2988 5.3652 -3.3059
H -3.2065 4.4394 -2.6457
C -1.8317 -1.2420 -7.2728
O -1.8041 0.1787 -7.4212
H -1.2246 -1.7643 -8.0123
H -1.4498 -1.5075 -6.2871
H -2.8536 -1.6194 -7.3084
H -1.2316 0.4447 -6.6979
C 1.4641 3.2541 -4.3146
O 0.1995 2.7388 -4.0797
H 2.1359 2.5201 -4.7596
H 1.4220 4.0913 -5.0113
H 1.9750 3.6602 -3.4416
H 0.1730 2.1244 -3.3425
C -2.2982 -4.4485 2.1404
C -2.4449 -3.5497 3.3707
C -1.4628 -3.9554 4.5471
O -0.1443 -3.7070 4.0466
C 0.9341 -4.2368 4.8805
N -2.3400 -2.1052 3.0434
H -1.3401 -4.5424 1.6291
H -2.9828 -4.0858 1.3737
H -2.5500 -5.4528 2.4813
H -3.4675 -3.7664 3.6796
H -1.5278 -5.0166 4.7877
H -1.7519 -3.3350 5.3954
H 0.9539 -5.2838 4.5779
H 0.7936 -4.1465 5.9576
H 1.8900 -3.8234 4.5586
H -1.4313 -1.8564 2.6796
H -2.5486 -1.4648 3.7961
C 2.8697 1.0015 2.9840
C 2.6785 1.2421 1.5110
C 3.7937 2.1925 0.9422
C 5.0872 1.5012 0.7339
C 4.9144 0.3892 -0.2662
C 3.8501 -0.6852 0.1397
N 2.6639 -0.0211 0.7290
O 1.6502 -0.9114 0.9695
C 3.5267 -1.4184 -1.1945
C 4.3988 -1.6627 1.1546
C 1.2816 1.9889 1.2641
H 2.6873 1.9932 3.3981
H 3.8012 0.4598 3.1482
H 2.0581 0.3828 3.3667
H 3.5182 2.7889 0.0724
H 4.0816 2.8984 1.7213
H 5.5067 1.0929 1.6534
H 5.8240 2.1753 0.2969
H 5.9220 -0.0242 -0.3102
H 4.6382 0.7738 -1.2480
H 4.3641 -2.0400 -1.5114
H 2.6789 -2.0922 -1.0705
H 3.3171 -0.6854 -1.9734
H 4.5810 -1.1477 2.0978
H 3.6742 -2.4191 1.4561
H 5.3751 -2.1236 1.0048
H 1.4872 3.0340 1.4956
H 0.3662 1.6544 1.7522
H 1.0933 2.0868 0.1949
H 1.7940 -1.2310 1.8633
```



Look up the E_LUMO of the second one. -3.895 eV



Which of these has the lowest E_LUMO? C31H50BrClFI2NO7P



Among the records above, which one has the lowest E_LUMO? C31H50BrClFI2NO7P



Among the records above, which one has the highest E_LUMO? C4H12